[1]
Below is C14H36BaNO10P as an isolated structure at a distorted geometry, with properties calculated with wB97M-V/def2-TZVPD.

Geometry as XYZ:
```
63
Properties=species:S:1:pos:R:3:forces:R:3:lowdin_charge:R:1
Ba 1.2382 0.5179 0.8902 -0.694 -3.028 2.141 2.001
C -0.3339 -3.6760 -1.6819 0.296 -0.291 0.321 -0.051
C -1.3371 -2.5722 -1.9842 -0.303 -0.131 -0.543 -0.537
C -2.6159 -3.2735 -2.4679 -0.455 0.360 -0.373 -0.157
C -3.8736 -2.3897 -2.4300 0.570 -0.391 0.227 -0.195
C -4.0062 -1.7297 -1.0528 -0.328 0.102 -1.170 -0.149
C -2.7513 -0.9322 -0.6858 -0.055 -0.704 0.353 -0.534
N -1.6197 -1.8287 -0.7866 0.345 -0.745 0.767 -0.208
O -0.4557 -1.3136 -0.2276 0.260 1.006 -0.416 -0.404
C -2.8700 -0.5610 0.7933 0.141 0.337 0.203 -0.032
C -2.6357 0.3373 -1.5350 0.006 0.340 0.238 -0.035
C -0.7698 -1.7160 -3.1453 -0.394 0.518 -0.833 -0.043
H -0.2367 -4.3291 -2.5575 0.075 0.087 -0.055 0.072
H -0.6754 -4.2960 -0.8494 -0.085 0.158 0.042 0.089
H 0.6398 -3.2815 -1.3950 -0.046 0.098 -0.065 0.079
H -2.8271 -4.1680 -1.8753 0.221 0.053 0.164 0.111
H -2.4694 -3.6036 -3.5058 0.115 -0.118 0.099 0.108
H -4.7041 -3.0750 -2.6341 -0.259 0.371 -0.053 0.096
H -3.8326 -1.6308 -3.2176 -0.080 -0.043 -0.022 0.091
H -4.2141 -2.5279 -0.3390 0.123 0.226 0.326 0.118
H -4.8526 -1.0303 -1.1027 -0.063 -0.144 0.305 0.108
H -3.8800 -0.2027 1.0297 0.025 0.041 -0.063 0.078
H -2.1470 0.2109 1.0531 -0.078 0.052 -0.026 0.046
H -2.6240 -1.4104 1.4284 -0.087 -0.129 -0.123 0.102
H -2.5661 0.1022 -2.5944 -0.179 0.147 -0.087 0.053
H -1.7354 0.8732 -1.2296 0.113 -0.128 -0.042 0.049
H -3.4851 1.0026 -1.3326 -0.031 -0.034 -0.190 0.078
H -1.5645 -1.3503 -3.8161 -0.059 -0.084 0.214 0.059
H -0.0968 -2.2542 -3.8224 0.165 -0.087 0.320 0.070
H -0.2804 -0.8191 -2.7648 0.249 -0.246 0.264 0.044
P 2.4065 -1.2737 3.8773 -3.958 -5.092 0.424 -0.057
O 0.9387 -1.5166 4.4115 0.752 2.016 0.617 -0.535
O 3.1501 -2.5526 4.3200 1.544 1.481 -0.200 -0.513
O 3.0519 0.0948 4.2733 0.471 0.537 -0.022 -0.379
O 2.1024 -1.3699 2.3256 1.161 1.856 -1.356 -0.679
C -1.3472 2.8320 1.9724 0.081 0.187 -0.233 -0.124
O -0.9861 2.4728 0.6249 0.036 0.309 0.369 -0.230
H -0.6199 2.3838 2.6479 -0.035 -0.126 0.027 0.064
H -1.3033 3.9183 2.0972 0.030 -0.038 0.054 0.079
H -2.3551 2.4859 2.2049 0.033 -0.115 0.051 0.081
H -1.3938 3.1144 0.0392 -0.104 -0.153 -0.091 0.072
C 4.7224 -0.5653 0.5056 -0.158 0.105 1.323 -0.134
O 3.9417 0.4654 1.1214 0.640 0.634 -1.199 -0.302
H 4.8340 -1.3664 1.2415 0.137 -0.092 -0.135 0.090
H 4.1770 -0.9898 -0.3343 -0.040 0.259 -0.131 0.076
H 5.6864 -0.1329 0.2176 0.067 -0.318 -0.298 0.066
H 4.3840 0.7749 1.9193 -0.391 -0.505 0.455 0.082
C 1.9715 3.0488 3.8845 -0.072 -0.276 -0.306 -0.230
O 1.9094 1.8425 3.1960 -1.001 1.790 -0.866 -0.381
H 1.8957 2.9074 4.9689 0.055 -0.030 0.058 0.080
H 2.9112 3.5910 3.6783 0.043 0.104 0.097 0.060
H 1.1473 3.7117 3.5815 -0.021 0.133 0.022 0.048
H 2.3594 1.0468 3.7963 0.939 -1.373 0.453 -0.064
C 2.6480 2.9562 -1.0842 0.853 -0.601 1.704 -0.220
C 1.3339 2.6568 -1.7531 0.262 -0.291 -1.220 -0.233
O 1.0198 1.2536 -1.6716 0.456 0.930 -0.267 -0.228
O 2.5045 2.8000 0.3502 -0.224 1.054 -1.057 -0.236
H 3.0979 3.9407 -1.2393 -0.629 0.197 -0.589 0.120
H 3.4148 2.2287 -1.3842 -0.258 -0.060 -0.384 0.125
H 1.4788 2.8917 -2.8149 -0.138 0.257 0.065 0.123
H 0.5038 3.2459 -1.3674 0.095 0.098 0.217 0.108
H 0.6594 0.9598 -2.5123 -0.133 -0.145 0.133 0.075
H 3.3371 3.0711 0.7448 0.000 -0.324 0.362 0.088
```
Forces are in eV/Å.

Kohn-Sham gap = 1.64 eV
Charge = -2
Lowest unoccupied orbital energy = 3.19 eV
Electronic energy = -47049.6107 eV

[2]
Below is a 3-piece molecular cluster, C14H36N2O6 overall at a distorted geometry, with properties calculated with wB97M-V/def2-TZVPD.

Geometry as XYZ:
```
58
Properties=species:S:1:pos:R:3:forces:R:3:lowdin_charge:R:1
C -19.1935 -17.5831 -20.6562 -0.319 0.502 0.392 -0.127
O -18.1799 -17.2596 -21.6232 -0.372 -0.021 1.693 -0.175
C -16.9054 -17.7792 -21.1750 -0.494 -0.505 0.057 -0.199
C -16.3374 -17.5560 -19.7487 -0.468 2.265 0.096 -0.186
N -15.9695 -16.1575 -19.3563 1.065 -0.059 -0.177 -0.062
C -14.7582 -15.5524 -19.9742 -0.109 -1.017 -0.329 -0.209
C -14.7462 -14.0109 -20.2352 -1.081 -1.888 -0.890 -0.154
O -15.6911 -13.6910 -21.3081 0.228 0.196 2.295 -0.206
C -15.2124 -13.9751 -22.5850 -0.602 0.680 -0.233 -0.130
H -20.2287 -17.4354 -20.9637 0.279 0.221 -1.094 0.076
H -19.1588 -16.9434 -19.7743 0.537 0.185 0.165 0.077
H -19.2035 -18.6036 -20.2733 0.641 -0.389 -0.272 0.084
H -16.1655 -17.4480 -21.9037 -0.154 -0.021 -0.084 0.109
H -17.0638 -18.8552 -21.2468 0.575 -0.413 -0.137 0.111
H -15.4440 -18.1767 -19.6812 0.152 0.034 -0.116 0.113
H -16.9858 -17.9130 -18.9485 -0.256 -0.134 -0.241 0.103
H -16.6948 -15.4897 -19.1370 -0.125 -0.405 -0.355 0.102
H -14.5341 -16.1732 -20.8416 -0.494 0.630 -1.172 0.085
H -13.8382 -15.8886 -19.4961 0.105 0.619 1.355 0.101
H -13.7377 -13.6736 -20.4742 0.103 -0.082 -0.264 0.111
H -15.0177 -13.5234 -19.2989 -0.488 0.274 -0.290 0.115
H -14.4288 -13.2446 -22.7860 0.807 -0.669 -0.359 0.089
H -15.9960 -13.7053 -23.2931 -0.253 -0.104 0.109 0.089
H -15.0349 -15.0427 -22.7148 0.707 0.086 -0.160 0.079
C -21.4852 -24.0500 -29.3800 -0.363 0.269 -2.044 -0.188
O -20.7669 -23.9963 -28.2413 1.047 -0.235 2.117 -0.199
C -20.2235 -22.7239 -27.8006 -0.659 -1.945 -0.912 -0.156
C -21.3232 -21.6855 -27.8998 0.273 1.803 1.157 -0.180
N -20.8901 -20.3780 -27.3525 0.729 -0.244 -0.328 -0.088
C -19.7998 -19.5324 -27.8690 -0.750 -0.437 0.035 -0.163
C -20.1371 -18.6763 -29.1118 0.502 -0.141 1.094 -0.209
O -19.0977 -17.7310 -29.2521 0.020 -2.079 2.087 -0.174
C -19.2030 -17.0951 -30.4208 1.202 1.596 -2.020 -0.183
H -21.5592 -25.0868 -29.7083 -0.332 -0.065 0.263 0.094
H -20.9676 -23.5465 -30.1965 0.212 0.272 -0.414 0.088
H -22.4576 -23.5619 -29.3141 -0.385 -0.305 0.056 0.080
H -19.3360 -22.5553 -28.4105 0.017 0.584 -0.202 0.117
H -19.8774 -23.0585 -26.8226 -0.179 1.085 0.340 0.130
H -22.1362 -21.9777 -27.2352 -0.072 -0.314 -0.021 0.128
H -21.7686 -21.6111 -28.8918 0.356 -0.102 -0.287 0.102
H -21.5893 -19.7260 -27.0268 -0.520 -0.553 -0.255 0.095
H -18.8936 -20.0767 -28.1349 -0.124 -0.382 0.104 0.115
H -19.5500 -18.9891 -26.9576 0.252 0.838 -0.519 0.122
H -21.0568 -18.0915 -29.0923 -0.493 -0.244 0.506 0.120
H -20.2120 -19.3372 -29.9753 0.159 -0.144 -0.304 0.121
H -18.7455 -17.6066 -31.2676 -0.241 -0.803 -0.298 0.086
H -18.5094 -16.2599 -30.3235 -0.693 0.824 -0.208 0.097
H -20.2440 -16.8835 -30.6650 -0.027 0.673 -0.168 0.091
O -21.2929 -22.2754 -23.5039 -0.576 0.014 0.712 -0.081
C -22.1499 -21.2526 -22.9441 1.642 0.990 -0.529 -0.206
C -21.4582 -19.9584 -23.4721 -1.464 -0.513 0.481 -0.232
O -21.9344 -19.8234 -24.7904 0.172 0.971 -0.197 -0.090
H -21.5858 -23.1329 -23.1870 -0.037 -0.141 -0.059 0.079
H -23.1470 -21.3124 -23.3803 -0.024 0.097 0.033 0.113
H -22.2341 -21.2290 -21.8576 0.308 -0.498 0.185 0.106
H -20.3729 -19.9594 -23.3712 0.154 -0.633 -0.268 0.118
H -21.7319 -19.0653 -22.9102 -0.559 -0.002 -0.057 0.108
H -21.5371 -20.4990 -25.3448 0.471 -0.219 -0.070 0.042
```
Forces are in eV/Å.

Kohn-Sham gap = 9.01 eV
Lowest unoccupied orbital energy = 0.77 eV
Structure (SMILES) = COCCNCCOC.COCCNCCOC.OCCO
Electronic energy = -30361.2024 eV
Relative energy (zero: lowest compared OMol25 entry of this formula, charge and spin) = 211.5 kJ/mol

[3]
Below is a 5-piece molecular cluster, C14H38ClN6O10 overall at a distorted geometry, with properties calculated with wB97M-V/def2-TZVPD.

Geometry as XYZ:
```
69
Properties=species:S:1:pos:R:3:forces:R:3:mulliken_spin:R:1
Cl -3.0545 -0.5664 -1.3703 -4.607 0.915 -1.168 0.001
O -2.3278 -1.3794 -2.2847 0.822 -0.364 -0.990 0.000
O -4.5015 -0.8907 -1.4015 1.908 0.988 -1.322 0.000
O -2.6955 -0.8078 -0.0662 2.394 -1.370 4.605 -0.001
O -2.7711 0.8489 -1.5671 -0.021 0.266 -1.506 0.001
C -0.3578 -4.0933 -0.2099 3.011 -1.710 2.165 0.000
O 0.2330 -4.8890 0.4859 0.602 -1.473 1.787 0.000
N -0.9441 -4.4703 -1.2744 -3.315 -1.711 -5.591 0.000
N -0.2302 -2.8219 -0.0266 -0.044 5.182 0.608 0.000
H -0.7491 -5.3818 -1.6632 -0.085 0.128 0.574 0.000
H -1.4463 -3.8556 -1.8989 0.065 0.141 0.289 0.000
H -0.6198 -2.1557 -0.6781 -0.159 -0.069 0.240 0.000
H 0.1016 -2.4512 0.8523 -0.047 -0.344 -0.221 0.000
C -3.1932 -2.4437 3.1159 1.650 -0.632 -0.274 0.000
O -2.9703 -2.9278 4.1926 -0.976 -0.137 2.172 0.000
N -4.0345 -1.4858 2.7343 -2.957 1.839 0.206 0.000
N -2.4322 -2.7990 2.0923 2.208 -1.028 -2.591 0.000
H -4.1266 -1.3158 1.7430 0.105 -0.049 0.068 0.000
H -4.9276 -1.4462 3.2044 0.227 0.120 0.236 0.000
H -2.4746 -2.3201 1.2041 -0.003 -0.116 0.204 0.000
H -1.5565 -3.2613 2.2910 -0.367 -0.171 0.131 0.000
C 4.3138 -1.1991 6.8100 -0.975 -1.482 0.549 0.000
O 3.1923 -1.0292 5.9684 0.600 0.741 0.133 0.000
C 3.2664 0.1954 5.3170 -0.796 -0.690 -3.439 0.000
C 2.3736 0.1090 3.9698 -0.316 0.898 2.421 0.000
N 0.9411 -0.2710 4.2696 1.720 0.869 -0.815 0.000
C 0.3302 -0.6091 2.9936 -2.054 -0.624 0.539 0.000
C -0.2362 0.5917 2.2334 1.079 -0.346 -0.592 0.000
O -1.2690 1.2214 2.9585 -0.246 -0.085 -0.479 0.000
C -2.1755 1.8924 2.0942 -0.958 1.125 0.820 0.000
H 4.0415 -2.1646 7.2365 0.637 -0.009 0.577 0.000
H 4.3907 -0.4525 7.6004 -0.088 0.219 0.005 0.000
H 5.2783 -1.3131 6.3152 -0.016 0.251 -0.467 0.000
H 4.2433 0.2966 4.8442 0.616 0.307 0.372 0.000
H 3.0831 1.0700 5.9412 -0.389 -0.020 0.139 0.000
H 2.8500 -0.4838 3.1890 -0.047 -0.515 0.435 0.000
H 2.3357 1.1248 3.5763 0.465 0.292 -0.223 0.000
H 0.6106 0.6708 4.4239 -0.849 -0.038 0.968 0.000
H -0.6102 -1.1381 3.1480 0.087 -0.638 0.581 0.000
H 1.0171 -1.3302 2.5505 -0.120 0.392 -0.933 0.000
H -0.6853 0.2999 1.2840 0.507 -0.250 -0.342 0.000
H 0.5958 1.2866 2.1198 0.018 0.552 -0.584 0.000
H -1.8110 2.3355 1.1675 0.904 -0.205 0.013 0.000
H -2.5528 2.7287 2.6827 -0.001 0.154 0.048 0.000
H -3.0794 1.3690 1.7826 0.254 -0.914 0.249 0.000
C 1.5376 1.2629 -7.2135 2.596 -0.479 0.758 0.003
O 0.9537 2.3422 -6.5072 -2.276 -0.530 0.175 0.020
C -0.4823 2.2040 -6.2986 1.057 1.154 1.551 0.080
C -0.9524 3.1497 -5.0676 -2.419 -0.099 -1.109 0.003
N -0.5935 2.8279 -3.6852 1.704 -0.592 -3.223 0.726
C 0.7860 2.5881 -3.4896 -0.322 1.516 0.956 0.033
C 1.0934 2.5534 -1.9737 1.614 -1.953 -1.625 0.016
O 2.0689 1.5189 -1.6878 0.406 3.176 -0.588 -0.001
C 1.6969 0.1875 -1.8996 -1.149 -0.110 1.271 0.000
H 2.5566 1.5612 -7.4598 -0.228 0.996 -0.954 0.000
H 1.0893 0.7967 -8.0909 -0.621 0.433 0.291 -0.001
H 1.9576 0.5401 -6.5140 -1.267 -0.942 0.420 0.001
H -0.8927 1.2325 -6.0230 0.733 -0.533 -0.353 -0.004
H -0.9816 2.5805 -7.1914 -0.274 0.106 0.204 0.005
H -2.0421 3.1282 -5.0863 -0.264 -0.778 -0.011 0.000
H -0.9216 4.1756 -5.4346 1.484 0.433 0.863 0.021
H -1.1597 2.1856 -3.1497 -1.216 0.018 0.518 -0.033
H 1.3433 3.4077 -3.9432 -0.024 0.495 -0.095 0.036
H 1.1157 1.8682 -4.2387 0.039 -1.213 0.191 0.086
H 0.1758 2.4642 -1.3922 -0.025 -0.070 0.237 0.002
H 1.5320 3.5504 -1.9322 0.334 -0.327 1.402 0.003
H 0.7075 0.1736 -2.3569 -0.145 -0.560 -0.052 0.002
H 1.6495 -0.1466 -0.8632 -0.403 -1.056 -0.245 0.000
H 2.3962 -0.4402 -2.4520 0.224 0.525 -0.180 0.000
```
Forces are in eV/Å.

Kohn-Sham gap (alpha / beta) = 7.71 / 2.79 eV
Spin multiplicity = 2
Lowest unoccupied orbital energy (alpha / beta) = -0.65 / -5.56 eV
Electronic energy = -57057.1685 eV
Expectation value of S² = 0.755

[4]
Below is a 5-piece molecular cluster, C14H39BrN6O8P2Si overall at a distorted geometry, with properties calculated with wB97M-V/def2-TZVPD.

Geometry as XYZ:
```
71
Properties=species:S:1:pos:R:3:forces:R:3:lowdin_charge:R:1
C 0.8216 1.4960 -6.5512 0.220 0.457 0.837 -0.098
C 2.0066 1.5660 -5.5701 0.003 -0.873 -0.607 -0.325
N 1.7041 1.1635 -4.1942 -0.538 0.909 0.117 -0.190
Si 1.0165 2.3282 -3.1303 0.007 -0.242 -0.278 0.028
Br -0.8659 3.3514 -3.8911 -0.031 -0.135 -0.001 0.362
P 2.4894 3.9267 -2.5238 0.842 0.128 0.815 0.655
N 1.5224 5.3292 -2.4146 0.060 -0.379 -0.934 -0.230
O 3.4859 4.1705 -3.8294 -0.519 -0.006 -0.524 -0.388
P 0.3372 1.2257 -1.2878 -0.381 1.537 -0.305 0.232
O 0.0900 2.2248 -0.2553 0.218 0.879 0.931 -0.320
O 1.3223 0.0676 -0.8873 0.425 -0.794 -0.037 -0.141
O -1.0168 0.5152 -1.6950 -0.176 -0.788 -0.438 -0.174
H 0.4758 2.4928 -6.7661 -0.214 0.365 -0.333 0.051
H -0.0050 1.0068 -6.0630 -0.363 -0.426 -0.015 0.057
H 1.0831 0.9877 -7.4617 0.046 -0.187 -0.375 0.065
H 2.4543 2.5467 -5.5959 0.139 0.326 0.270 0.076
H 2.7658 0.8901 -5.9362 0.432 -0.160 -0.066 0.101
H 1.2176 0.2765 -4.1748 0.143 -0.171 0.023 0.078
H 2.1387 6.1231 -2.5673 -0.075 0.212 0.522 0.041
H 0.8121 5.3763 -3.1427 -0.183 0.052 0.155 -0.033
H 3.0072 4.5009 -4.6095 0.279 -0.102 0.200 0.041
H 2.1302 0.4542 -0.5063 -0.251 -0.218 -0.048 0.094
H -1.6699 1.2325 -1.7741 -0.060 -0.323 0.023 0.071
C 0.9032 4.8675 3.5651 0.124 0.328 0.119 -0.078
N 1.0718 6.1804 2.9697 -0.032 -0.128 -0.033 0.002
C 0.7651 6.5727 1.7030 -0.021 0.045 -0.063 -0.554
C 0.1758 5.5297 0.7872 -0.018 0.102 0.028 -0.026
O 0.9679 7.7221 1.3450 0.016 0.001 -0.015 0.021
H 0.2412 4.9310 4.4305 -0.035 -0.107 -0.011 0.082
H 1.8687 4.4814 3.8981 -0.032 -0.105 -0.011 0.080
H 0.4773 4.1721 2.8505 -0.007 -0.003 -0.036 0.070
H 1.4608 6.9168 3.5362 0.002 0.002 0.020 0.135
H -0.0132 5.9798 -0.1801 0.043 0.062 -0.010 0.064
H 0.8665 4.6978 0.6522 -0.116 -0.105 -0.002 0.063
H -0.7641 5.1520 1.1914 0.046 -0.126 0.005 0.087
C -1.7218 -0.6891 1.3564 -0.320 0.501 -0.124 -0.085
N -2.9738 -0.0181 1.6603 0.001 -0.168 0.000 0.016
C -3.9883 -0.4588 2.4504 -0.156 0.056 0.110 -0.549
C -3.8256 -1.8161 3.0908 -0.105 0.290 -0.077 -0.007
O -4.9840 0.2326 2.6165 0.014 -0.046 -0.015 0.013
H -0.8917 -0.0596 1.6798 0.136 -0.167 -0.013 0.081
H -1.6501 -0.8399 0.2793 0.144 -0.142 0.008 0.066
H -1.6565 -1.6419 1.8599 0.004 0.006 0.135 0.034
H -3.1433 0.8886 1.2555 0.033 0.036 0.031 0.132
H -4.7086 -2.0221 3.6872 -0.046 0.052 0.004 0.085
H -3.7264 -2.5998 2.3401 0.105 0.083 0.178 0.050
H -2.9495 -1.8280 3.7406 0.060 -0.122 -0.075 0.091
C 3.3420 -4.5150 1.9868 -0.329 -0.173 0.101 -0.075
N 2.0064 -4.0333 2.2900 0.128 0.074 -0.088 0.010
C 1.5600 -2.7496 2.3281 -0.065 -0.035 0.030 -0.534
C 2.5575 -1.6571 2.0229 -0.021 0.043 -0.002 -0.006
O 0.3980 -2.5042 2.6010 0.060 -0.032 0.003 0.036
H 3.3131 -5.1766 1.1195 0.104 0.027 -0.031 0.082
H 3.7379 -5.0759 2.8346 0.106 0.026 -0.024 0.084
H 4.0107 -3.6894 1.7727 0.004 0.041 -0.003 0.071
H 1.2933 -4.7110 2.5087 0.003 -0.015 0.040 0.135
H 2.0483 -0.7010 2.0951 -0.080 -0.014 0.030 0.078
H 3.3798 -1.6737 2.7387 0.065 -0.006 -0.067 0.087
H 2.9543 -1.7733 1.0134 0.091 -0.019 0.027 0.079
C -2.5950 -7.3648 -0.0398 -0.278 -0.058 0.268 -0.080
N -3.1720 -6.5448 1.0090 0.137 0.007 -0.113 0.006
C -2.8698 -5.2601 1.3404 -0.110 -0.087 0.091 -0.529
C -1.7969 -4.5727 0.5292 -0.054 0.045 0.032 0.006
O -3.4557 -4.7098 2.2582 0.139 -0.195 -0.156 0.033
H -3.3711 -7.6766 -0.7406 0.073 -0.009 -0.087 0.083
H -2.1417 -8.2593 0.3913 0.073 -0.010 -0.084 0.081
H -1.8349 -6.8163 -0.5839 0.019 0.038 -0.006 0.068
H -3.8940 -6.9471 1.5852 -0.016 -0.011 -0.002 0.139
H -1.6605 -3.5670 0.9075 0.001 0.022 0.079 0.053
H -0.8491 -5.1054 0.6155 0.015 -0.012 -0.094 0.079
H -2.0851 -4.5194 -0.5215 0.073 -0.052 -0.028 0.089
```
Forces are in eV/Å.

Kohn-Sham gap = 8.61 eV
Lowest unoccupied orbital energy = 0.03 eV
Structure (SMILES) = CCN[Si@](Br)(P(N)O)P(=O)(O)O.CNC(C)=O.CNC(C)=O.CNC(C)=O.CNC(C)=O
Electronic energy = -136975.5639 eV